w) 17
Properties=species:S:1:pos:R:3 method="wB97M-V/def2-TZVPD" homo_lumo_gap_ev="7.68 / 7.68" total_charge=+1
S -1.189 1.319 0.104
H 2.852 1.887 -2.473
H 0.141 0.672 2.021
H 1.418 -1.951 -2.343
H -0.559 -1.423 1.204
N 0.533 -1.497 -0.533
H -3.404 1.447 1.384
N 1.806 -0.065 -1.858
H -2.672 -0.181 1.258
H 0.392 -2.493 -0.575
C 0.258 0.483 0.862
C 0.072 -0.900 0.497
C 1.225 -1.142 -1.649
H 1.197 0.964 0.626
C -2.449 0.834 1.309
H -2.031 1.120 2.271
C 2.411 0.924 -2.104


x) 17
Properties=species:S:1:pos:R:3 method="wB97M-V/def2-TZVPD" homo_lumo_gap_ev="7.41 / 7.41" total_charge=+1
C 0.429 2.654 -0.064
C -0.228 -1.996 -1.010
H -1.869 1.415 -0.259
H -0.109 -3.701 0.031
H 2.212 -0.917 1.590
C -1.202 0.669 0.089
H 0.818 3.183 0.819
C 1.667 -0.563 0.705
N 0.966 0.433 0.800
C 0.084 1.277 0.377
N -0.551 -2.836 -0.036
H -1.734 0.281 0.973
S -0.904 -0.520 -1.543
H 1.244 2.659 -0.849
H 0.338 -2.524 -1.814
H -0.358 3.060 -0.709
H -0.804 -2.574 0.900


Name the least stable of them. w).


w) 22
Properties=species:S:1:pos:R:3 method="wB97M-V/def2-TZVPD" homo_lumo_gap_ev=10.67 smiles=Cc1cnno1.CC1CC1
N -2.534 -1.655 -0.944
H -0.685 0.839 -1.517
H 3.021 1.660 0.018
C 2.498 0.974 0.663
N -1.522 -1.065 -1.404
H 0.869 -1.439 1.439
H 1.784 1.549 1.252
H 1.613 0.126 -1.154
H -3.586 2.380 -0.111
H 2.524 -2.196 -1.111
C -1.488 0.243 -1.047
H -3.744 1.138 1.254
C -3.025 1.605 0.492
H 0.375 -1.555 -0.306
O -3.265 -0.742 -0.226
C 1.168 -1.236 0.366
H 3.046 -1.950 0.573
C 1.976 -0.175 -0.172
C -2.560 0.443 -0.277
H -2.043 2.007 0.940
C 2.493 -1.537 -0.248
H 3.087 0.587 1.521


x) 22
Properties=species:S:1:pos:R:3 method="wB97M-V/def2-TZVPD" homo_lumo_gap_ev=9.70
C -1.382 1.292 0.134
C -1.043 -0.119 -0.293
H 1.772 0.289 -1.427
C 0.843 -1.826 -0.330
C 1.446 0.586 -0.478
H 0.221 -1.441 2.155
C 0.470 -0.418 0.128
C -1.531 1.659 -1.323
H -1.729 1.524 2.128
H 1.162 -2.144 -1.247
H -1.333 -0.124 -2.566
H -1.699 -0.849 0.088
N -1.609 1.889 1.173
N -1.366 0.410 -1.636
H 0.151 0.281 2.143
H 0.006 -2.548 -0.151
H 1.009 1.550 -0.460
H 1.755 -0.518 1.930
H 2.401 0.626 0.022
C 0.656 -0.550 1.653
H 1.631 -2.227 0.277
O -1.829 2.661 -1.921


Name the least stable of them. w).


w) 6
Properties=species:S:1:pos:R:3 method="wB97M-V/def2-TZVPD" homo_lumo_gap_ev=10.66 smiles="O=[PH2]S"
H -0.710 0.975 1.213
H -0.761 0.882 -1.056
P -0.446 0.246 0.083
H 1.139 -1.137 0.065
S 1.588 0.189 -0.100
O -0.811 -1.155 -0.205


x) 6
Properties=species:S:1:pos:R:3 method="wB97M-V/def2-TZVPD" homo_lumo_gap_ev=7.40 smiles="P=S.O"
O 1.657 -0.893 0.621
H 1.763 -0.558 -0.232
H -1.802 1.608 -1.243
P -2.206 1.398 0.088
S -1.973 -0.498 -0.126
H 2.561 -1.058 0.893


Name the least stable of them. x).


w) 13
Properties=species:S:1:pos:R:3 method="wB97M-V/def2-TZVPD" homo_lumo_gap_ev=7.78 total_charge=-1
S 1.578 0.910 1.811
H 0.832 -1.849 -0.079
O 2.824 0.130 1.761
H -2.015 1.204 0.034
H -2.240 -0.403 -0.856
H -0.942 -1.884 -0.637
H 0.527 -1.034 -1.543
C 0.004 -1.313 -0.609
O 1.853 2.290 2.212
C -1.599 0.406 -0.562
H -1.267 0.870 -1.518
N -0.338 -0.078 0.122
O 0.781 0.750 -0.136


x) 13
Properties=species:S:1:pos:R:3 method="wB97M-V/def2-TZVPD" homo_lumo_gap_ev="7.75 / 8.13" total_charge=-1
O 2.981 1.308 -0.445
H -1.849 1.477 -0.227
O 2.497 -0.953 -1.242
H -0.323 2.126 0.170
N -0.710 0.098 0.826
S 2.625 -0.087 -0.020
H -0.457 -1.716 -0.182
C -0.773 1.122 -0.109
H -0.398 0.582 -1.123
H -1.533 -1.655 1.234
H -2.247 -0.953 -0.184
C -1.288 -1.174 0.359
O 1.474 -0.175 0.943


Name the least stable of them. x).